No. 1
DFT (ωB97M-V/def2-TZVPD) results for a molecular structure, C32H40N4O2OsSi3.

Its HOMO energy (spin up / spin down) is -0.519 / -0.519 Eh. The LUMO energy (spin up / spin down) comes out at -0.2801 / -0.2802 Ha. The molar mass is 787.19 g/mol. As for the net charge: +2. The calculation puts the calculated total energy at -69974.6447 eV. The multiplicity is 1. For the relative energy (zero: lowest compared OMol25 entry of this formula, charge and spin), the calculation gives 4.4 kcal per mole. The value obtained for the HOMO-LUMO gap (spin up / spin down) is 6.5 / 6.5 eV.

```
82
Properties=species:S:1:pos:R:3:forces:R:3
Os 0.131086 0.241668 0.419733 0.095 0.150 -0.286
Si -1.257063 0.898570 -2.448459 -0.012 0.031 -0.002
Si 1.830802 0.850435 -2.303102 -0.026 -0.010 -0.013
Si 0.195910 -1.886824 -2.013504 0.033 -0.046 -0.003
O 1.302084 -3.609341 2.847361 0.021 -0.005 0.002
O 0.264620 -2.661407 2.505843 0.000 0.045 0.016
N -0.235833 -0.395948 2.215586 0.054 -0.080 0.043
N 2.130063 -0.174115 1.102242 -0.098 -0.057 0.102
N -1.985438 -0.036443 -0.003485 -0.029 -0.003 0.026
N -0.590508 1.921951 1.314005 -0.080 -0.049 0.117
C -3.896945 0.352095 -1.373947 -0.012 -0.004 -0.005
C 4.435902 -0.795932 0.975755 -0.015 -0.035 0.032
C 3.374744 0.010213 0.616151 0.053 0.025 0.002
C 2.285765 2.437760 -1.376081 -0.029 0.029 0.034
C -1.305995 1.652595 2.455969 0.000 0.095 -0.089
C 4.251958 -1.853251 1.868275 -0.034 0.040 -0.029
C 0.709889 -1.300864 2.785412 0.007 -0.021 -0.019
C -4.725105 -0.265022 -0.452349 0.012 0.015 -0.005
C -2.530545 0.434440 -1.146615 -0.021 -0.002 0.005
C 1.927331 -2.130554 4.623263 -0.003 0.006 -0.004
C -1.849226 0.257477 -4.092520 -0.035 -0.025 -0.016
C 1.466382 1.349586 -4.069674 0.056 0.047 -0.006
C 0.200123 0.009655 -1.614099 0.015 -0.049 0.152
C -1.875317 -0.012633 4.080741 -0.012 0.024 0.054
C 2.998487 -1.991099 2.428104 0.058 -0.039 0.017
C 0.791230 -2.215905 -3.749752 -0.048 0.007 -0.032
C -4.137651 -0.844471 0.659803 -0.018 -0.011 0.002
C -0.609560 3.146701 0.818279 0.012 0.030 0.005
C -2.721755 0.933098 4.701696 0.009 -0.029 0.006
C -2.777557 -0.714890 0.846489 -0.022 -0.027 -0.006
C -2.124716 2.606071 3.068402 0.012 0.029 -0.009
C 1.245919 -2.803501 -0.758156 -0.039 -0.014 0.042
C 3.338686 -0.268986 -2.432818 -0.023 -0.091 -0.025
C -2.142946 3.900198 2.500555 -0.001 -0.014 -0.002
C -1.520693 -2.606489 -1.816277 -0.025 -0.006 -0.018
C 1.015720 -1.235974 4.265604 0.007 0.012 0.000
C -1.184713 2.777160 -2.533934 0.033 0.025 0.012
C 2.007843 -1.121347 2.037714 -0.059 0.029 0.019
C -1.151551 0.355303 2.975760 0.130 -0.036 -0.012
C -2.842282 2.210549 4.223899 -0.015 0.014 -0.008
C 2.441481 -2.944250 3.461951 -0.018 0.024 -0.006
C -1.373284 4.168128 1.398069 -0.014 -0.006 0.022
H -2.789038 0.757416 -4.345119 0.008 -0.005 0.002
H 3.348145 2.650292 -1.526067 0.000 -0.015 -0.005
H -0.205659 3.213080 -2.345234 -0.029 0.000 0.012
H 0.672138 2.080596 -4.211298 0.018 -0.015 -0.010
H 3.462193 -0.532634 -3.485105 0.007 -0.001 0.012
H 0.511054 -0.560955 4.938514 -0.025 0.001 -0.001
H -1.896476 3.213624 -1.830205 0.003 0.007 0.001
H 0.675612 -3.289147 -3.926554 0.016 0.009 -0.008
H -4.301022 0.746761 -2.297528 -0.006 0.000 0.014
H -1.486799 -3.624142 -2.216209 0.001 0.005 0.006
H 1.837316 -1.970227 -3.924059 -0.009 0.001 0.017
H 2.107862 2.433715 -0.297403 0.022 0.004 -0.001
H -1.483627 3.103191 -3.532516 0.000 -0.019 -0.004
H -2.305681 -1.202307 1.681873 -0.003 -0.012 -0.046
H 2.253986 -2.417739 -0.608047 0.008 -0.003 -0.006
H 5.071153 -2.512500 2.125395 0.001 0.004 0.005
H -2.032188 -0.816567 -4.099428 -0.003 0.022 -0.023
H 0.739887 -2.851606 0.211124 0.032 0.002 -0.009
H 3.292957 -1.200526 -1.872913 0.023 0.027 -0.011
H 2.255552 -2.306492 5.637617 0.003 0.002 -0.011
H 2.393790 1.815303 -4.422477 -0.022 -0.003 -0.022
H -2.315288 -2.081896 -2.346740 0.009 -0.018 0.017
H 0.184203 -1.700619 -4.496110 0.024 -0.014 0.002
H -1.808321 -1.018435 4.476018 0.013 -0.006 0.005
H -0.015375 3.325122 -0.066332 -0.008 -0.007 -0.026
H -1.349275 5.152566 0.953595 0.004 -0.007 -0.001
H 5.406616 -0.601526 0.542123 -0.001 0.002 0.001
H 3.509829 0.821212 -0.077127 -0.001 0.002 0.002
H 1.278151 0.486235 -4.708245 -0.002 -0.004 0.014
H -3.480031 2.928536 4.722806 0.007 -0.005 0.000
H -1.802675 -2.689249 -0.765360 0.001 -0.002 -0.009
H -2.753947 4.674166 2.948323 0.005 0.000 -0.002
H -5.792039 -0.333432 -0.617828 0.002 -0.004 -0.003
H -3.280419 0.633124 5.577633 0.001 0.003 -0.001
H 1.751050 3.292186 -1.794756 0.010 -0.012 0.012
H -1.147313 0.489442 -4.893870 0.012 0.012 0.003
H -4.715613 -1.408081 1.378498 -0.001 0.000 -0.005
H 4.248756 0.257140 -2.136916 -0.027 0.031 -0.008
H 3.108759 -3.758812 3.729152 -0.010 -0.014 -0.001
H 1.344459 -3.841259 -1.091104 -0.003 0.013 -0.025
```
Positions in Å, forces in eV/Å.


No. 2
DFT (ωB97M-V/def2-TZVPD) results for a molecular structure, C32H40N5OP2Tc in a non-equilibrium geometry.

Its HOMO energy (spin up / spin down) is -0.432 / -0.432 Eh. The LUMO energy (spin up / spin down) comes out at -0.1870 / -0.3262 Ha. The molar mass is 670.65 g/mol. As for the net charge: +2. The calculation puts the calculated total energy at -64085.4684 eV. The multiplicity is 5. For the relative energy (zero: lowest compared OMol25 entry of this formula, charge and spin), the calculation gives 1.1 kcal per mole. The value obtained for the HOMO-LUMO gap (spin up / spin down) is 6.7 / 2.9 eV.

```
81
Properties=species:S:1:pos:R:3:forces:R:3
Tc 0.260473 -0.033933 4.295550 1.117 -2.554 -1.133
P 1.419519 -1.223221 -3.442991 0.662 -1.198 -2.176
P -1.791436 -0.776571 -3.093011 -2.149 1.355 -1.454
O 0.533946 0.778764 5.972239 0.113 1.230 3.723
N 2.112546 -2.500805 -4.478966 -0.735 -0.150 0.637
N 2.855676 -0.184539 -3.492226 0.831 1.305 0.646
N -3.442508 -1.122487 -3.635359 0.179 -0.829 0.052
N -1.987112 0.970317 -2.917247 0.804 0.296 0.474
N 0.029998 0.613428 7.215853 0.434 -0.129 0.324
C -0.846701 0.376804 9.809177 -0.141 0.318 -0.175
C 0.865281 0.961485 8.225996 -0.579 -0.031 0.169
C 0.335231 -0.063400 1.341916 0.276 -0.431 -0.668
C -1.731952 1.614995 -1.699558 -0.281 0.686 -0.703
C 1.304755 -0.103848 2.497514 0.618 -0.202 -0.249
C -1.417136 0.606712 3.127748 -0.809 1.442 0.165
C -1.229811 0.166332 7.440145 0.059 0.453 0.400
C -0.206324 2.876011 3.390555 0.455 0.277 0.651
C -1.077046 0.457030 1.660685 -0.110 -0.212 -0.680
C 0.428006 0.867960 9.537617 0.212 -0.161 -0.368
C 1.166075 2.466786 2.838099 0.563 0.511 -0.091
C 0.455968 -0.342801 -4.779309 -0.060 0.302 0.087
C -1.716964 0.131210 8.743967 0.349 -0.363 -0.278
C -1.868087 2.984985 -1.871858 0.066 -0.910 -0.220
C 1.653393 1.080360 3.237408 0.277 0.278 -0.627
C 2.946768 -3.696059 -6.221684 -0.506 0.837 0.972
C 2.532399 -2.438385 -5.810367 0.310 -0.737 -0.066
C -1.036158 1.732866 3.913903 -2.289 0.750 -1.924
C 1.410973 -1.693607 4.886426 0.208 -0.746 -0.155
C 2.744194 -4.586888 -5.118916 -0.338 0.916 0.465
C -2.198736 3.206058 -3.247837 0.189 -1.186 -0.078
C 4.451406 1.241199 -2.725514 1.187 0.664 -2.523
C -1.028653 -0.752734 -4.792270 0.234 -0.370 0.033
C -2.237240 1.962596 -3.865378 0.096 0.592 0.665
C 4.585194 1.132824 -4.149287 0.566 0.880 2.594
C -4.295951 -0.418648 -4.493319 -0.509 -0.755 0.080
C -5.218069 -2.459541 -4.102133 0.881 0.435 0.228
C 2.223908 -3.838790 -4.069486 0.508 -0.015 -1.015
C -4.006990 -2.395042 -3.432597 -0.665 0.678 -0.483
C -5.405648 -1.204373 -4.772733 1.233 0.115 0.576
C 3.582846 0.279599 -4.590434 -1.089 -0.872 1.232
C 3.384884 0.435025 -2.347763 -1.099 -1.308 -1.782
H 2.488126 -1.520615 -6.375085 -0.031 -0.286 -0.063
H 3.342615 -0.029736 -5.590417 -0.003 0.059 -0.009
H -4.054577 0.575590 -4.826263 -0.182 -0.090 0.118
H -1.791081 -0.265150 1.234858 0.130 0.312 0.168
H 0.900161 -0.534481 -5.768574 -0.147 0.064 0.430
H 1.860384 1.289294 7.938372 -0.337 -0.007 -0.079
H -2.382945 4.156883 -3.727104 0.025 -0.133 0.030
H 1.917116 -4.127532 -3.078405 0.043 -0.026 0.025
H 3.338626 -3.929588 -7.197551 -0.028 -0.051 0.016
H 1.395497 -2.489828 4.121320 -0.077 0.264 0.261
H 2.660241 1.109951 3.682266 -0.547 -0.286 0.088
H -1.834951 -0.145997 6.587567 0.346 0.330 0.115
H -1.149076 0.199070 10.837819 -0.120 0.262 -0.206
H -5.896130 -3.299847 -4.122009 0.119 0.051 0.051
H -0.746676 3.460471 2.628684 -0.172 -0.345 0.196
H -1.134552 -1.785605 -5.167434 0.021 0.283 0.098
H 1.184511 2.601339 1.746057 0.010 -0.281 0.175
H -2.394523 0.178607 3.390141 0.502 -0.150 0.279
H 0.542479 0.740076 -4.599229 -0.082 -0.192 0.146
H 2.081088 -0.878236 2.433887 -0.364 0.278 -0.005
H -6.247425 -0.916250 -5.384055 0.092 0.007 0.055
H 0.754908 0.526793 0.513506 -0.010 0.033 0.035
H -3.480230 -3.120037 -2.833340 -0.115 -0.027 0.061
H -2.429067 1.709796 -4.896222 0.025 0.160 0.142
H -1.600382 -0.105938 -5.479272 0.243 -0.330 0.336
H 2.948257 0.237222 -1.382289 0.014 0.001 0.074
H -1.239375 1.391549 1.105532 -0.086 0.022 0.476
H 5.059060 1.857267 -2.079139 -0.059 -0.118 -0.004
H -1.738548 3.749940 -1.115113 -0.061 -0.212 -0.103
H 1.110163 1.193381 10.317464 -0.148 -0.278 -0.037
H 1.138052 -2.156132 5.846829 -0.122 0.219 -0.111
H -2.768498 -0.115420 8.886638 0.393 -0.195 0.081
H -1.726719 2.039923 4.710086 0.429 -0.522 0.049
H 1.900268 3.185433 3.230967 -0.212 -0.159 -0.236
H 2.466781 -1.384421 4.983180 -0.277 0.080 -0.058
H 5.310960 1.623998 -4.779808 -0.020 -0.010 0.098
H 2.955739 -5.645932 -5.118736 -0.078 0.111 0.119
H -0.041242 3.573130 4.225895 -0.127 -0.203 -0.225
H 0.253171 -1.084926 0.944396 0.006 0.213 0.146
H -1.493112 1.028292 -0.829941 -0.062 -0.007 -0.055
```
Positions in Å, forces in eV/Å.